#P
Below is 2 unconnected molecules or ions with the total composition C5H15N2S, with properties calculated with ωB97M-V/def2-TZVPD.

## Properties
**Net charge**: +1
**HOMO-LUMO gap**: 4.46 eV
**Highest occupied orbital energy**: -0.4753 Ha

```
23
Properties=species:S:1:pos:R:3:lowdin_charge:R:1
N -0.0273 0.6333 -2.3546 0.04
C -0.0935 -0.5679 -1.6087 -0.37
C 1.1979 -0.9998 -0.5950 -0.45
S 1.7212 0.4322 0.4300 0.84
C -1.4961 -0.6023 -0.8439 -0.14
N -1.8535 0.0108 0.5086 -0.17
C -1.5442 1.4867 0.4267 -0.06
C -1.3614 -0.3941 1.8893 -0.06
H 0.3271 1.4130 -1.7984 0.06
H 0.1259 0.7790 -3.3212 0.09
H 6.1179 -0.2898 2.5800 0.01
H -0.2176 -1.3915 -2.3947 0.17
H 1.0232 -2.0010 0.0558 0.13
H 2.0040 -1.1384 -1.3022 0.06
H 5.9032 0.4444 2.6364 0.00
H -1.6592 -1.6914 -0.6535 0.13
H -2.2958 -0.1917 -1.4878 0.13
H -0.3772 1.5091 0.6960 0.05
H -2.1978 2.1522 1.1512 0.15
H -1.4825 1.8759 -0.6567 0.10
H -1.8214 0.4467 2.4939 0.11
H -0.2003 -0.5150 2.0027 0.08
H -1.7926 -1.4002 2.1462 0.11
```


#Q
Below is 2 unconnected molecules or ions with the total composition C5H15N2S, with properties calculated with ωB97M-V/def2-TZVPD.

## Properties
**Net charge**: +1
**HOMO-LUMO gap**: 4.70 eV
**Highest occupied orbital energy**: -0.4475 Ha

```
23
Properties=species:S:1:pos:R:3:lowdin_charge:R:1
C 1.6566 0.9810 0.5643 0.31
N -0.3015 -0.6309 -0.3739 0.08
C -1.3261 0.0803 -1.1498 -0.33
C -2.6914 -0.4888 -0.8347 -0.53
S -3.3418 0.1211 0.7708 0.71
C 2.9134 0.4107 0.0058 -0.46
N 2.6816 -0.6622 -0.9589 0.05
C 3.7446 -0.0372 1.2195 -0.02
H 1.4591 2.0439 0.4883 0.13
H 1.2304 0.4390 1.4015 0.11
H -0.3008 -0.2711 0.5922 0.06
H -1.3132 1.1634 -1.0184 0.11
H -1.1081 -0.0885 -2.2034 0.12
H -3.4349 -0.3400 -1.6020 0.08
H -2.6054 -1.5479 -0.6127 0.07
H -3.6996 1.3374 0.3475 -0.14
H 3.4880 1.1507 -0.5580 0.15
H 0.6493 -0.2465 -0.6020 0.02
H 3.0906 -1.5428 -0.6773 0.10
H 2.9817 -0.4645 -1.9017 0.10
H 4.7542 -0.3129 0.9155 0.11
H 3.2356 -0.8533 1.7479 0.10
H 3.7597 0.7641 1.9669 0.10
```


Which structure loses on stability? #P does.


#P
Below is a molecular structure, CH5ISSi, with properties calculated with ωB97M-V/def2-TZVPD.

## Properties
**Net charge**: 0
**HOMO-LUMO gap**: 7.95 eV
**Highest occupied orbital energy**: -0.3159 Ha

```
9
Properties=species:S:1:pos:R:3:lowdin_charge:R:1
C -0.0843 -0.1292 -1.1557 -0.38
Si -0.9763 -0.0918 0.6306 0.54
S 1.8495 0.9272 -0.4586 -0.12
I 2.9151 -0.5257 1.0224 0.31
H 0.4548 -0.8700 -1.7160 -0.02
H -0.3737 0.7050 -1.7858 -0.02
H -1.2335 -1.4012 1.1920 -0.11
H -2.3943 0.5524 0.8870 -0.07
H -0.1573 0.8333 1.3841 -0.13
```


#Q
Below is 2 unconnected molecules or ions with the total composition CH5ISSi, with properties calculated with ωB97M-V/def2-TZVPD.

## Properties
**Net charge**: 0
**HOMO-LUMO gap (alpha / beta)**: 5.76 / 5.76 eV
**Highest occupied orbital energy (alpha / beta)**: -0.3057 / -0.3057 Ha

```
9
Properties=species:S:1:pos:R:3:lowdin_charge:R:1
C -0.7670 -0.4269 0.8293 -0.20
Si -0.7849 0.3915 -0.8376 0.53
S 2.3532 -0.3796 1.6792 -0.30
I 3.1484 0.1092 -0.4170 0.31
H -0.9716 0.1440 1.7640 -0.01
H -0.8981 -1.5202 0.9593 0.00
H -1.2937 -0.6949 -1.6421 -0.09
H 0.7068 0.5643 -1.1680 -0.20
H -1.4932 1.8128 -1.1671 -0.04
```


Which structure loses on stability? #Q does.


#P
Below is 2 unconnected molecules or ions with the total composition C3H5IO, with properties calculated with ωB97M-V/def2-TZVPD.

## Properties
**Net charge**: 0
**HOMO-LUMO gap**: 8.97 eV
**Highest occupied orbital energy**: -0.3444 Ha

```
10
Properties=species:S:1:pos:R:3:lowdin_charge:R:1
C 0.8021 -0.5631 -0.6170 -0.39
C 0.3637 -1.9356 -0.8033 -0.86
C 0.0413 0.5378 0.2152 -0.03
O 1.1943 -1.7142 0.1674 -0.03
I 0.6341 -2.6142 -2.7922 0.80
H 1.5858 -0.1128 -1.1721 0.11
H -1.3597 -1.9810 -0.3804 0.22
H 0.0118 1.5834 -0.2159 0.10
H 0.5606 0.5340 1.1659 0.08
H -0.8946 0.1635 0.3622 0.01
```


#Q
Below is 2 unconnected molecules or ions with the total composition C3H5IO, with properties calculated with ωB97M-V/def2-TZVPD.

## Properties
**Net charge**: 0
**HOMO-LUMO gap**: 10.02 eV
**SMILES**: C=CC=O.I
**Highest occupied orbital energy**: -0.3661 Ha

```
10
Properties=species:S:1:pos:R:3:lowdin_charge:R:1
C 2.1682 0.0377 0.2012 0.03
C 1.1591 0.5993 -0.4672 -0.15
C -0.2039 0.0979 -0.2067 -0.31
O -0.4050 -0.9417 0.3613 0.02
I -4.6569 -0.0800 0.3356 0.32
H 3.2098 0.2426 0.1406 0.05
H 1.8963 -0.7425 0.9581 0.09
H 1.4149 1.2999 -1.3561 0.13
H -1.0324 0.7365 -0.7067 0.12
H -3.5501 -1.2495 0.7399 -0.30
```


Which structure loses on stability? #P does.


#P
Below is a molecular structure, C3H5IO, with properties calculated with ωB97M-V/def2-TZVPD.

## Properties
**Net charge**: 0
**HOMO-LUMO gap**: 8.88 eV
**Highest occupied orbital energy**: -0.3216 Ha

```
10
Properties=species:S:1:pos:R:3:lowdin_charge:R:1
C -0.3118 0.2070 0.5615 -0.06
C -1.4867 1.0194 -2.7636 -0.55
C -0.3156 0.0051 -0.9474 -0.25
O -1.1242 1.0410 -1.5252 -0.33
I -3.2261 2.2003 -2.8152 0.71
H 0.5408 -0.3624 1.0282 0.10
H -1.0969 -0.2144 1.1890 0.07
H 0.6649 0.1202 -1.4300 0.12
H -0.5016 -1.0016 -1.2874 0.11
H -0.4198 1.3038 0.6470 0.09
```


#Q
Below is a single C3H5IO molecule, with properties calculated with ωB97M-V/def2-TZVPD.

## Properties
**Net charge**: 0
**HOMO-LUMO gap**: 9.26 eV
**SMILES**: C=C(I)CO
**Highest occupied orbital energy**: -0.3319 Ha

```
10
Properties=species:S:1:pos:R:3:lowdin_charge:R:1
C 0.1220 1.6390 0.0440 0.03
C 0.7757 0.2943 0.0121 -0.64
C 0.1156 -0.9367 -0.3363 -0.46
O 0.6776 -2.0522 0.1896 -0.15
I 2.9114 0.0366 -0.0317 0.89
H 0.5204 2.6132 0.1416 0.03
H -0.9063 1.6007 -0.0698 0.01
H 0.3074 -0.9770 -1.4423 0.13
H -0.9535 -0.9283 -0.2222 0.13
H 1.6526 -2.0112 0.5502 0.04
```


Which structure loses on stability? #P does.


#P
Below is 2 unconnected molecules or ions with the total composition C2H5O2, with properties calculated with ωB97M-V/def2-TZVPD.

## Properties
**2S+1**: 2
**Net charge**: 0
**HOMO-LUMO gap (alpha / beta)**: 10.08 / 7.10 eV
**Highest occupied orbital energy (alpha / beta)**: -0.3413 / -0.3411 Ha

```
9
Properties=species:S:1:pos:R:3:lowdin_charge:R:1
O -2.9342 0.5123 1.1003 0.00
H -3.1038 1.4431 0.8584 0.01
C 0.0728 -0.7604 0.0330 0.02
C 1.1191 0.0412 -0.1492 -0.28
O 2.3199 -0.4183 -0.6384 -0.02
H -0.6939 -0.2390 0.6149 0.02
H -0.2492 -1.7298 -0.3054 0.06
H 0.9429 1.1074 -0.0603 0.10
H 2.5265 0.0435 -1.4533 0.09
```


#Q
Below is 2 unconnected molecules or ions with the total composition C2H5O2, with properties calculated with ωB97M-V/def2-TZVPD.

## Properties
**2S+1**: 2
**Net charge**: 0
**HOMO-LUMO gap (alpha / beta)**: 11.16 / 8.53 eV
**Highest occupied orbital energy (alpha / beta)**: -0.3776 / -0.3839 Ha

```
9
Properties=species:S:1:pos:R:3:lowdin_charge:R:1
O 0.9536 1.6117 -2.3238 -0.08
H 1.2197 1.7660 -1.4052 0.02
O -0.3059 0.2684 0.2553 0.03
C -0.6115 -0.4278 1.2048 -0.36
C -0.3010 -1.8069 1.3837 0.13
H -1.2835 -0.0441 1.9904 0.11
H -0.0212 -2.4964 0.5989 0.07
H -0.4921 -2.3150 2.3253 0.06
H 0.3765 0.8407 -2.2627 0.02
```


Which structure loses on stability? #P does.


#P
Below is 2 unconnected molecules or ions with the total composition C2H10N2O2, with properties calculated with ωB97M-V/def2-TZVPD.

## Properties
**Net charge**: 0
**HOMO-LUMO gap**: 8.72 eV
**SMILES**: CN(C)O.NO
**Highest occupied orbital energy**: -0.2943 Ha

```
16
Properties=species:S:1:pos:R:3:lowdin_charge:R:1
C 1.4856 0.4475 0.9465 -0.08
C 0.8841 0.1610 -1.3751 -0.08
N 0.4897 -0.0281 0.0070 -0.33
O 0.2189 -1.4438 0.2444 -0.05
H 1.0483 -1.9477 0.1641 0.09
H 1.1312 0.2467 1.9564 0.09
H 0.1018 -0.2538 -2.0081 0.09
H 1.6047 1.5205 0.8176 0.09
H 2.4630 -0.0379 0.8013 0.09
H 0.9674 1.2290 -1.5706 0.09
H 1.8414 -0.3261 -1.6120 0.09
N -2.8140 -0.1892 0.0224 -0.07
O -2.0909 0.9488 0.4771 -0.21
H -1.1132 0.7152 0.2908 0.05
H -3.7766 -0.0331 0.3230 0.06
H -2.4414 -1.0089 0.5152 0.06
```


#Q
Below is a molecular structure, C2H10N2O2, with properties calculated with ωB97M-V/def2-TZVPD.

## Properties
**Net charge**: 0
**HOMO-LUMO gap**: 3.85 eV
**Highest occupied orbital energy**: -0.3078 Ha

```
16
Properties=species:S:1:pos:R:3:lowdin_charge:R:1
C -0.3248 -1.4918 -0.3683 -0.18
N -1.5301 -1.4178 0.3963 0.08
C 0.8940 1.7959 0.4502 -0.12
N 2.0845 1.4963 0.2732 0.09
H -0.3582 -0.9258 -1.3365 0.10
H -0.0382 -2.5473 -0.4996 0.12
H 0.4627 -0.9841 0.1765 0.06
H -1.5958 -0.2739 0.9333 -0.05
H 0.6607 2.5294 1.2203 0.08
H 0.0799 1.2701 -0.0512 0.06
H -2.1123 0.5470 2.2101 0.02
H -2.3058 -1.5623 -0.2824 0.10
O -1.6343 0.7725 1.4013 -0.16
H 2.1603 0.7468 -0.4903 0.01
H 2.1158 0.0091 -2.3639 0.00
O 1.4415 0.0359 -1.6689 -0.22
```


Which structure loses on stability? #Q does.


#P
Below is 3 unconnected molecules or ions with the total composition C2H10N2O2, with properties calculated with ωB97M-V/def2-TZVPD.

## Properties
**Net charge**: 0
**HOMO-LUMO gap**: 9.60 eV
**SMILES**: [H]/N=C/NC.O.O
**Highest occupied orbital energy**: -0.3315 Ha

```
16
Properties=species:S:1:pos:R:3:lowdin_charge:R:1
C 1.5503 0.2081 -0.0538 -0.11
N 0.4304 -0.6993 0.0676 -0.07
C -0.7808 -0.3318 0.5972 -0.33
N -1.7952 -1.0668 0.4078 0.07
H 2.4011 -0.3060 -0.5032 0.08
H 1.3290 1.0694 -0.6890 0.08
H 1.8926 0.6001 0.9042 0.07
H 0.5461 -1.6438 -0.2505 0.12
H -0.6853 0.6228 1.1079 0.09
H -2.6437 -0.8883 0.9267 0.03
H 0.1616 3.4182 1.8280 0.04
H -0.3374 1.9906 2.2399 -0.01
O 0.0671 2.7975 2.5611 -0.05
H -1.3360 -1.4459 -2.9275 0.03
H 0.0614 -2.0520 -3.1764 0.02
O -0.8612 -2.2729 -3.0401 -0.06
```


#Q
Below is 3 unconnected molecules or ions with the total composition C2H10N2O2, with properties calculated with ωB97M-V/def2-TZVPD.

## Properties
**Net charge**: 0
**HOMO-LUMO gap**: 10.34 eV
**SMILES**: C/N=C\N.O.O
**Highest occupied orbital energy**: -0.3538 Ha

```
16
Properties=species:S:1:pos:R:3:lowdin_charge:R:1
C 0.8825 -1.3342 -1.9012 -0.14
N -1.3794 -1.8437 -0.1773 0.10
C -0.5374 -0.7607 -0.1054 -0.28
N 0.3604 -0.4139 -0.9403 -0.07
H 1.4582 -0.7646 -2.6293 0.07
H 0.1337 -1.9653 -2.4166 0.07
H 1.5394 -2.0949 -1.4560 0.09
H -1.5985 -2.3027 0.7007 0.10
H -1.2052 -2.5206 -0.9118 0.08
H -0.7577 -0.1290 0.7561 0.11
H 0.7013 2.8228 0.0687 0.05
H 0.9327 1.2806 -0.2750 0.01
O 1.1345 2.0247 0.3382 -0.07
H -0.2000 1.2868 3.0091 0.03
H 0.0399 1.8808 1.6056 -0.03
O -0.6330 1.8329 2.3338 -0.11
```


#R
Below is 3 unconnected molecules or ions with the total composition C2H10N2O2, with properties calculated with ωB97M-V/def2-TZVPD.

## Properties
**Net charge**: 0
**HOMO-LUMO gap**: 8.82 eV
**SMILES**: N/C=C/N.O.O
**Highest occupied orbital energy**: -0.2930 Ha

```
16
Properties=species:S:1:pos:R:3:lowdin_charge:R:1
C 0.6556 -0.9492 -0.0315 -0.24
C 1.1377 -0.0982 0.8731 -0.23
N 0.5621 0.1446 2.1388 0.01
N 1.1595 -1.0644 -1.3587 -0.01
H -0.2439 -1.5412 0.0878 0.11
H 2.0152 0.4809 0.5993 0.11
H -0.2931 -0.3928 2.2066 0.06
H 0.2293 1.1032 2.1265 0.06
H 1.3825 -1.9922 -1.6827 0.08
H 1.8953 -0.4175 -1.5973 0.08
H -2.5973 0.7326 1.0587 0.05
H -1.5007 0.7689 0.0045 -0.02
O -1.7711 1.1804 0.8510 -0.08
H -0.6162 -0.0426 -1.9620 0.02
H -0.7499 1.4359 -1.5459 0.06
O -1.2650 0.6514 -1.7683 -0.06
```


Which structure loses on stability? #P does.


#P
Below is 2 unconnected molecules or ions with the total composition C4H8N3S, with properties calculated with ωB97M-V/def2-TZVPD.

## Properties
**Net charge**: +1
**HOMO-LUMO gap**: 9.80 eV
**Highest occupied orbital energy**: -0.4832 Ha

```
16
Properties=species:S:1:pos:R:3:lowdin_charge:R:1
C -2.3972 -0.1485 0.1131 -0.09
C 3.1404 -1.2837 -0.9045 0.08
C -2.2550 -0.1846 -1.2480 0.03
C -0.1219 0.4970 0.6953 -0.76
N -1.1848 -0.0370 0.9749 0.08
N 2.7386 -0.6336 -0.0624 0.10
N 0.9881 0.2450 1.5825 0.14
S 0.4068 1.6669 -0.5189 0.91
H -3.2920 -0.0385 0.6211 0.08
H 3.6095 -1.7587 -1.7271 0.09
H -3.1559 -0.2568 -1.8787 0.08
H -1.3372 -0.0576 -1.7204 0.01
H 1.0164 0.9364 2.2591 0.13
H 1.8529 0.1422 0.9981 0.01
H 0.6628 -0.7015 2.0845 0.24
H -0.6715 1.6129 -1.2686 -0.14
```


#Q
Below is a gas-phase ion, C4H8N3S (charge +1), with properties calculated with ωB97M-V/def2-TZVPD.

## Properties
**Net charge**: +1
**HOMO-LUMO gap**: 8.37 eV
**Highest occupied orbital energy**: -0.4530 Ha

```
16
Properties=species:S:1:pos:R:3:lowdin_charge:R:1
C -0.6256 1.5013 -0.4564 -0.14
C 1.5652 1.8534 -1.1272 -0.44
C -1.2043 -0.3886 0.8135 -0.12
C 0.3416 -0.6215 0.6768 -0.14
N 0.5964 1.0008 -0.4646 -0.11
N -1.5963 0.8056 0.1455 0.03
N 0.7872 -1.6361 -0.0080 0.11
S 3.0429 1.0754 -1.2554 0.80
H -0.9133 2.4711 -0.8468 0.15
H -1.8792 -1.1605 0.3332 0.15
H -1.4916 -0.4108 1.9157 0.15
H 0.7227 -0.4882 1.6167 0.12
H -2.6285 1.0513 -0.0713 0.22
H 3.6707 1.9127 -2.1081 -0.10
H 0.3621 -1.8119 -0.9755 0.17
H 1.7638 -1.9530 -0.1279 0.14
```


Which structure loses on stability? #Q does.